ORCA calculation (wB97M-V/def2-TZVPD) on a cluster of 12 separate species, H24O12 in total at a distorted geometry.

Output
SMILES: O.O.O.O.O.O.O.O.O.O.O.O
ΔE to the lowest compared entry with this formula, charge and spin in kcal per mole: 109.35
Gap between HOMO and LUMO in eV: 10.225
HOMO energy in eV: -10.5
E in eV: -24956.95267

Last column: Mulliken charge in e.
Element x y z (Å)
O1 -3.41613 -3.29448 -1.26521  -0.6289
O2 -1.74668 0.50414 0.24763  -0.5407
O3 0.42386 -0.46995 -0.36144  -0.6247
O4 -0.67705 -1.53472 -3.36472  -0.6020
O5 -0.46964 2.06734 -0.43730  -0.6784
O6 1.60909 -1.96370 1.63714  -0.6259
O7 2.03827 0.22841 1.34901  -0.4262
O8 1.72602 2.81765 -4.16556  -0.6164
O9 -0.31730 0.68853 4.34056  -0.6109
O10 4.73323 2.00551 -0.58209  -0.6143
O11 -0.88307 -2.87872 -1.03838  -0.6443
O12 -2.58755 0.64356 2.87240  -0.5793
H1 -1.29432 -1.74856 -2.65602  0.2976
H2 2.38744 1.12421 1.28114  0.1876
H3 1.75185 3.02508 -3.22466  0.3004
H4 0.39216 2.30843 -0.79530  0.2991
H5 1.38807 -2.38881 2.47346  0.2748
H6 5.03060 1.54957 0.21332  0.3189
H7 -0.37435 1.42374 3.71991  0.3026
H8 -2.76680 1.44271 2.36425  0.3177
H9 3.77606 2.05480 -0.48017  0.3020
H10 -3.61756 -2.40618 -0.95003  0.2690
H11 -2.49355 -3.24248 -1.53929  0.3991
H12 -2.11631 -0.11227 0.88982  0.2542
H13 -0.34614 -3.24281 -0.32555  0.2328
H14 -0.18676 -0.50443 0.38351  0.4074
H15 0.02861 -0.03890 3.81124  0.3011
H16 0.16193 0.32290 -0.84285  0.2986
H17 2.82437 -0.32903 1.36611  0.2915
H18 -1.05064 -0.74434 -3.77056  0.3335
H19 0.75313 -1.74410 1.25229  0.3167
H20 -3.28271 0.62923 3.53988  0.2672
H21 1.70285 3.68008 -4.59529  0.3198
H22 -2.52010 0.89491 -0.17440  0.1825
H23 -0.26433 1.44364 0.26827  0.3890
H24 -0.31657 -2.21098 -1.44112  0.3288